Record 1
Below is a molecular structure, C3H6N2, with properties calculated with wB97M-V/def2-TZVPD.

Properties
HOMO-LUMO gap: 9.831 eV
strongest force on any atom: 1.39 eV/A
2S+1: 1

The geometry in XYZ format:
```
11
C3H6N2 | the Open Molecules 2025 dataset | wB97M-V/def2-TZVPD
H -0.8436 1.4822 -1.6822
H 0.8942 -1.3442 0.7943
N 1.0503 -0.2049 0.3227
H -0.4256 -0.8960 -0.8179
N -0.0659 -2.2246 1.1975
H -0.1935 2.1233 -0.1267
C -0.6837 1.2823 -0.6198
H 1.4817 0.5747 0.8135
C -1.2132 -1.9559 1.2925
H -1.6694 1.1220 -0.1583
C 0.0326 0.0088 -0.4145
```



Record 2
Below is a molecular structure, C11H8Cl5I2N2W, with properties calculated with wB97M-V/def2-TZVPD.

Properties
HOMO-LUMO gap (alpha / beta): 5.415 / 6.365 eV
charge: +3
strongest force on any atom: 1.06 eV/A
2S+1: 3
⟨S²⟩: 2.149

The geometry in XYZ format:
```
29
C11H8Cl5I2N2W | the Open Molecules 2025 dataset | wB97M-V/def2-TZVPD
C 0.6702 1.2967 2.1459
H 1.3992 3.9603 -1.0187
H -0.0722 0.7254 2.6856
N 0.6772 1.4059 0.7373
Cl -3.0583 -2.0418 1.2776
Cl -1.6186 -0.5435 -4.6208
Cl 0.4673 -0.1752 -2.1481
H 1.7318 2.5078 3.6668
C -3.6506 -1.7854 -1.3345
C -1.4636 -0.9908 -0.6358
H 2.6217 3.7098 1.6129
N 1.9913 2.9161 1.5600
H 2.9067 3.0541 -1.0718
C 2.0777 -3.1302 1.9992
I 3.0032 -1.5474 0.8919
C -2.7113 -1.5868 -0.3400
Cl -5.1643 -2.4458 -0.9714
H 2.3503 -4.0730 1.5376
I -0.0422 -2.8532 1.8295
C 1.5120 2.4155 0.4159
H 1.4076 2.3473 -1.7146
C 1.8295 2.9602 -0.9265
Cl -4.4599 -1.6713 -3.8820
C -1.2161 -0.7146 -1.9874
C -2.0568 -0.9054 -3.0286
H 2.3791 -3.0551 3.0380
C 1.4981 2.2377 2.6491
C -3.3352 -1.4352 -2.6779
W 0.3264 -0.5820 0.3105
```



Record 3
Below is 2 unconnected molecules or ions with the total composition C4H7NO2, with properties calculated with wB97M-V/def2-TZVPD.

Properties
HOMO-LUMO gap: 11.045 eV
strongest force on any atom: 0.55 eV/A
SMILES: C[C@H]1C=NC(=O)O1.[H][H]
2S+1: 1

The geometry in XYZ format:
```
14
C4H7NO2 | the Open Molecules 2025 dataset | wB97M-V/def2-TZVPD
C 1.7047 -0.5741 0.4915
H -0.4940 0.1978 -1.4308
H 0.7526 2.4409 -1.2129
H -1.6361 -1.9668 -0.6284
H -0.6585 1.5691 0.9137
O 2.7709 -1.0630 0.7039
H 1.2770 2.3297 -0.6994
C -0.3369 -0.2486 -0.4402
C 0.0058 0.7579 0.6200
N 1.1286 0.5509 1.1779
C -1.5309 -1.0813 0.0008
H -1.3849 -1.3995 1.0380
H -2.4470 -0.4850 -0.0587
O 0.8486 -1.0279 -0.4754
```



Record 4
Below is a gas-phase ion, CH4NO (charge +1), with properties calculated with wB97M-V/def2-TZVPD.

Properties
HOMO-LUMO gap (alpha / beta): 8.369 / 10.708 eV
charge: +1
strongest force on any atom: 5.47 eV/A
2S+1: 1

The geometry in XYZ format:
```
7
CH4NO | the Open Molecules 2025 dataset | wB97M-V/def2-TZVPD
H -0.1094 1.9652 -0.9138
O -0.6822 0.1228 -0.2644
H 0.8387 -1.0414 0.9013
H -1.1217 -1.7655 0.8132
C -0.2186 -1.2230 0.5709
N 0.2028 1.0473 -0.7120
H 1.0905 0.8946 -0.3951
```